2 unconnected molecules or ions with the total composition C7H13O5P, computed with wB97M-V/def2-TZVPD.

Geometry (Å):
C (-3.9459, -0.1749, 0.0259)
C (-1.6129, 1.2764, -0.3240)
C (-4.8381, -1.2601, -0.5099)
C (-1.5880, 1.5696, 1.1320)
C (4.1450, 0.0169, -0.0807)
C (2.7700, -0.3379, 0.5456)
C (2.1037, -1.4060, -0.2862)
O (-3.9776, 0.2165, 1.1666)
O (-0.5076, 1.7229, -0.9642)
O (3.9839, 0.6322, -1.3241)
O (1.9819, 0.8191, 0.6134)
O (1.0663, -1.2178, -0.8581)
P (-2.7782, 0.4585, -1.2652)
H (-5.3998, -1.7280, 0.2972)
H (-4.2300, -2.0024, -1.0245)
H (-5.5233, -0.8332, -1.2382)
H (-2.4496, 2.1750, 1.4107)
H (-0.6678, 2.0977, 1.3771)
H (-1.6554, 0.6518, 1.7141)
H (4.6744, 0.6816, 0.6147)
H (4.7381, -0.8847, -0.2384)
H (2.9325, -0.7269, 1.5592)
H (2.6632, -2.3535, -0.3556)
H (3.3805, 1.3784, -1.1942)
H (1.2179, 0.7027, 0.0226)
H (-0.5503, 1.5066, -1.9076)

Values from the calculation:
Lowest unoccupied orbital energy ... 0.30 eV
Energy above the lowest of the compared OMol25 structures with the same formula, charge and spin ... 1.566 eV
Multiplicity ... 1



7 unconnected molecules or ions with the total composition C20H42Br6N2O8, computed with wB97M-V/def2-TZVPD.

Geometry (Å):
C (-0.7194, -2.7105, 0.0714)
C (-0.2098, -1.3043, -0.0892)
O (0.9970, -1.1189, 0.6362)
C (1.4260, 0.1246, 0.8435)
O (0.8018, 1.1256, 0.5896)
O (2.6247, 0.0612, 1.3815)
C (3.1419, 1.2548, 1.9874)
H (-0.0243, -3.4284, -0.3759)
H (-1.7020, -2.8979, -0.3549)
H (-0.7603, -2.9517, 1.1370)
H (-1.0374, -0.6541, 0.2108)
H (0.0543, -1.0456, -1.1197)
H (3.4306, 1.9143, 1.1664)
H (4.1024, 0.9577, 2.4070)
H (2.5121, 1.6413, 2.7799)
C (1.0289, 3.3318, -2.7672)
C (0.1754, 3.9930, -1.7105)
O (1.0338, 4.9483, -1.0526)
C (0.5273, 5.6417, -0.0505)
O (-0.6189, 5.5871, 0.3165)
O (1.4856, 6.3488, 0.5131)
C (1.1837, 6.9797, 1.7362)
H (1.8421, 2.7944, -2.2724)
H (1.5330, 4.0639, -3.3945)
H (0.4258, 2.5697, -3.2579)
H (-0.1195, 3.2799, -0.9318)
H (-0.7685, 4.4679, -1.9833)
H (0.8971, 6.2582, 2.5042)
H (0.3556, 7.6796, 1.5848)
H (2.0097, 7.5705, 2.1234)
C (-3.0817, -1.5662, -3.4689)
O (-3.7542, -1.5488, -2.4583)
N (-2.0295, -0.7510, -3.7149)
C (-1.4840, -0.6738, -5.0499)
C (-1.6131, 0.2955, -2.8360)
H (-3.2337, -2.3075, -4.2687)
H (-0.3913, -0.7449, -5.0406)
H (-1.6517, 0.3183, -5.4901)
H (-1.9069, -1.4208, -5.7155)
H (-1.9305, 0.1518, -1.8064)
H (-0.5243, 0.4006, -2.8017)
H (-1.9676, 1.2832, -3.1596)
C (-1.1608, -5.6716, -3.7556)
O (-0.5766, -5.9928, -4.7860)
N (-2.3933, -6.0584, -3.4193)
C (-3.0121, -5.5928, -2.1901)
C (-3.1402, -7.0350, -4.2056)
H (-0.6372, -5.0934, -2.9716)
H (-2.3950, -5.8119, -1.3176)
H (-3.9485, -6.1141, -1.9906)
H (-3.2974, -4.5396, -2.1930)
H (-4.1071, -6.5973, -4.4631)
H (-2.6440, -7.2567, -5.1426)
H (-3.2919, -7.9306, -3.6057)
Br (0.6187, 2.1949, 5.6152)
C (2.0220, 2.6762, 6.9101)
C (3.2215, 3.1886, 6.1736)
Br (4.1490, 1.6938, 5.3060)
H (2.2263, 1.8252, 7.5472)
H (1.5552, 3.4987, 7.4492)
H (4.0181, 3.5602, 6.8137)
H (2.9780, 3.9292, 5.4196)
Br (-2.9038, 2.0700, 1.0164)
C (-1.5541, 2.5677, 2.4020)
C (-2.1405, 3.5960, 3.3038)
Br (-3.5495, 2.7897, 4.4461)
H (-0.7161, 2.9838, 1.8446)
H (-1.2076, 1.6996, 2.9574)
H (-2.6013, 4.4018, 2.7375)
H (-1.3961, 4.0412, 3.9624)
Br (4.3652, -2.5399, 0.2401)
C (3.3060, -3.5488, 1.5293)
C (2.6444, -4.6752, 0.8034)
Br (1.4557, -5.6247, 2.0449)
H (2.6586, -2.8455, 2.0470)
H (3.9766, -3.8921, 2.3169)
H (3.2974, -5.4615, 0.4323)
H (2.1201, -4.3536, -0.0956)

Values from the calculation:
Lowest unoccupied orbital energy ... 0.17 eV
Multiplicity ... 1



2 unconnected molecules or ions with the total composition CH9N3P, computed with wB97M-V/def2-TZVPD.

Geometry (Å):
C (-0.3447, -0.0989, 1.0325)
N (-0.9945, -0.0201, -0.0855)
N (-0.9644, -0.0217, 2.1791)
N (0.6726, 0.6835, -2.5258)
P (1.4367, -0.5369, 1.0163)
H (-2.0042, 0.2244, -0.0277)
H (-0.7221, 0.2048, -1.0363)
H (-0.4725, -0.1929, 3.0143)
H (-1.8927, 0.2641, 2.3889)
H (0.1643, 1.3473, -3.0680)
H (1.5672, 1.1223, -2.5712)
H (0.7991, -0.2588, -3.0850)
H (1.4716, -1.8566, 0.4245)
H (1.2836, -0.8605, 2.3439)

Values from the calculation:
Lowest unoccupied orbital energy ... -3.58 eV
Charge ... +1
Energy above the lowest of the compared OMol25 structures with the same formula, charge and spin ... 0.241 eV
Multiplicity ... 1



A molecular structure, C12H29LiO4, computed with wB97M-V/def2-TZVPD.

Geometry (Å):
Li (7.8214, -6.1765, 10.9298)
C (8.0373, -7.1071, 14.0526)
C (7.3968, -5.8293, 13.6079)
C (6.8114, -4.9915, 14.8003)
O (8.1746, -5.0973, 12.6222)
H (8.4855, -7.6766, 13.2385)
H (7.3894, -7.6370, 14.7509)
H (8.8282, -6.6533, 14.6498)
H (6.4988, -6.1105, 13.0578)
H (7.6415, -4.7486, 15.4637)
H (6.1485, -5.6049, 15.4105)
H (6.2907, -4.0865, 14.4871)
C (5.5526, -7.1151, 7.9987)
C (5.6749, -5.9618, 8.9711)
C (5.0127, -6.2768, 10.3256)
O (6.9740, -5.5138, 9.1507)
H (5.6460, -8.1078, 8.4390)
H (6.3488, -7.0332, 7.2588)
H (4.5920, -7.0498, 7.4877)
H (5.1872, -5.1330, 8.4579)
H (4.8773, -5.4443, 11.0160)
H (5.4816, -7.0990, 10.8662)
H (4.0650, -6.8133, 10.2800)
C (12.1535, -5.2784, 8.9270)
C (11.0048, -5.7964, 9.8008)
C (11.5397, -6.2052, 11.2615)
O (9.8946, -4.9652, 9.9807)
H (12.6638, -4.5405, 9.5459)
H (11.7808, -4.7912, 8.0260)
H (12.8260, -6.0683, 8.5923)
H (10.7839, -6.7723, 9.3684)
H (12.2353, -5.4189, 11.5548)
H (12.3121, -6.9714, 11.1954)
H (10.7924, -6.2469, 12.0539)
C (7.3080, -10.1879, 10.4292)
C (8.7596, -9.6744, 10.5662)
C (9.7004, -10.2471, 9.4631)
O (8.6931, -8.3182, 10.2993)
H (6.5840, -9.9979, 11.2215)
H (7.2221, -11.2504, 10.6564)
H (6.8311, -9.9084, 9.4897)
H (9.2345, -9.8032, 11.5388)
H (10.5503, -9.6934, 9.0642)
H (9.1481, -10.3193, 8.5262)
H (9.8867, -11.2991, 9.6795)
H (8.6872, -8.2357, 9.3429)

Values from the calculation:
Lowest unoccupied orbital energy (alpha / beta) ... 2.75 / 1.99 eV
Charge ... -1
Multiplicity ... 2



no.,M (g/mol),strongest force on any atom (eV/Å),E_tot (eV)
1,208.150,0.63,-26994.2107
2,917.986,1.56,-461036.6659
3,94.078,3.82,-14935.3389
4,244.301,3.65,-21306.6970